1.
Here is C37H58N2O4P as an isolated structure at a distorted geometry from the OMol25 dataset. Energies are from ωB97M-V/def2-TZVPD.

Atoms and positions in Å:
C 4.324 0.041 4.316
C 3.102 0.387 3.473
C 2.840 -0.609 2.340
C 2.002 -0.022 1.180
P 0.182 -0.001 1.268
C -1.201 1.150 0.930
C -1.447 2.390 1.810
C -1.806 2.081 3.258
C -2.294 3.349 3.947
C -0.409 -1.533 2.041
C -1.328 -1.406 3.259
C -1.785 -2.787 3.744
C -2.625 -3.616 2.774
H 4.515 0.833 5.045
H 4.192 -0.895 4.864
H 5.215 -0.054 3.690
H 2.216 0.444 4.118
H 3.226 1.393 3.047
H 3.811 -0.922 1.924
H 2.370 -1.508 2.748
H 2.325 1.015 0.988
H 2.237 -0.572 0.257
H -1.078 1.473 -0.110
H -2.112 0.531 0.932
H -0.587 3.075 1.768
H -2.293 2.945 1.368
H -2.588 1.308 3.278
H -0.934 1.662 3.781
H -2.620 3.136 4.965
H -1.505 4.105 3.986
H -3.142 3.764 3.396
H -0.960 -2.088 1.271
H 0.470 -2.140 2.324
H -0.781 -0.902 4.069
H -2.191 -0.768 3.022
H -0.883 -3.358 3.988
H -2.339 -2.649 4.677
H -3.026 -4.486 3.301
H -3.476 -3.061 2.364
H -2.038 -4.001 1.934
C 3.293 9.048 -2.454
O 3.807 8.855 -1.119
C 3.366 7.779 -0.421
C 2.405 6.868 -0.873
C 2.417 5.563 -0.388
C 1.617 4.481 -1.080
C 2.546 3.549 -1.879
C 3.105 4.231 -3.131
O 3.805 5.243 -3.190
N 2.730 3.471 -4.201
C 3.010 3.898 -5.561
C 1.830 2.359 -3.910
C 0.407 2.669 -4.402
C 2.354 1.096 -4.615
N 1.893 2.351 -2.433
C 1.212 1.520 -1.610
C 0.534 0.382 -2.041
C -0.090 -0.584 -1.265
C -0.896 -1.624 -1.845
C -1.184 -2.830 -1.137
C -1.972 -3.827 -1.687
C -2.365 -3.747 -3.030
C -2.056 -2.596 -3.770
C -1.409 -1.521 -3.168
C 3.230 5.224 0.697
C 4.085 6.171 1.274
O 5.023 5.930 2.223
C 5.085 4.639 2.857
C 4.102 7.489 0.753
O 5.006 8.392 1.229
C 6.373 8.341 0.704
H 3.834 9.915 -2.837
H 3.489 8.167 -3.083
H 2.215 9.257 -2.427
H 1.751 7.136 -1.706
H 1.069 3.883 -0.332
H 0.873 4.911 -1.776
H 3.399 3.244 -1.242
H 3.650 4.792 -5.518
H 3.530 3.100 -6.109
H 2.079 4.137 -6.097
H 0.070 3.638 -4.007
H 0.408 2.704 -5.501
H -0.285 1.886 -4.077
H 3.444 1.024 -4.497
H 1.895 0.188 -4.228
H 2.112 1.171 -5.687
H 1.228 1.829 -0.556
H 0.498 0.225 -3.117
H 0.174 -0.736 -0.166
H -0.701 -3.009 -0.174
H -2.253 -4.683 -1.073
H -2.893 -4.574 -3.497
H -2.328 -2.536 -4.825
H -1.261 -0.598 -3.731
H 3.235 4.191 1.059
H 5.873 4.734 3.605
H 4.130 4.386 3.346
H 5.352 3.856 2.130
H 6.885 9.164 1.200
H 6.830 7.383 0.968
H 6.356 8.489 -0.381

Properties
2S+1	1
lowest unoccupied orbital energy	-4.399	eV
HOMO energy	-9.131	eV
total charge	+1

Löwdin population analysis, charges in e, atoms 1 to 99:
1. C -0.107
2. C -0.274
3. C -0.239
4. C -0.319
5. P 0.991
6. C -0.304
7. C -0.263
8. C -0.290
9. C -0.107
10. C -0.325
11. C -0.256
12. C -0.259
13. C -0.106
14. H 0.074
15. H 0.078
16. H 0.074
17. H 0.106
18. H 0.096
19. H 0.120
20. H 0.097
21. H 0.072
22. H 0.085
23. H 0.061
24. H 0.110
25. H 0.108
26. H 0.119
27. H 0.100
28. H 0.100
29. H 0.074
30. H 0.079
31. H 0.076
32. H 0.039
33. H 0.097
34. H 0.109
35. H 0.090
36. H 0.109
37. H 0.111
38. H 0.076
39. H 0.080
40. H 0.056
41. C -0.042
42. O -0.062
43. C -0.186
44. C 0.016
45. C -0.230
46. C -0.075
47. C -0.146
48. C -0.363
49. O 0.087
50. N -0.035
51. C 0.000
52. C -0.458
53. C 0.013
54. C 0.012
55. N 0.043
56. C -0.019
57. C -0.071
58. C -0.059
59. C -0.189
60. C -0.015
61. C -0.057
62. C -0.043
63. C -0.057
64. C -0.012
65. C 0.012
66. C -0.190
67. O -0.072
68. C -0.055
69. C -0.151
70. O -0.082
71. C -0.016
72. H 0.096
73. H 0.092
74. H 0.094
75. H 0.117
76. H 0.104
77. H 0.135
78. H 0.171
79. H 0.103
80. H 0.095
81. H 0.097
82. H 0.102
83. H 0.092
84. H 0.073
85. H 0.107
86. H 0.071
87. H 0.098
88. H 0.103
89. H 0.070
90. H -0.053
91. H 0.095
92. H 0.114
93. H 0.114
94. H 0.113
95. H 0.108
96. H 0.104
97. H 0.096
98. H 0.094
99. H 0.091



2.
Here is a 6-piece molecular cluster, C37H59BF3N3O12P overall at a distorted geometry from the OMol25 dataset. Energies are from ωB97M-V/def2-TZVPD.

Atoms and positions in Å:
C -0.441 1.371 -2.275
C 0.455 0.430 -1.985
C 0.102 -0.984 -1.799
C -0.400 -1.772 -2.815
P -0.838 -1.449 -4.564
C 0.805 -1.307 -5.367
O -1.497 0.056 -4.606
N -0.576 -3.029 -2.243
B -1.138 -4.216 -3.032
N -0.500 -4.741 -4.167
O -2.317 -4.763 -2.628
C -0.231 -2.981 -0.957
C -0.253 -4.089 0.067
F 0.985 -4.360 0.466
F -0.796 -5.199 -0.400
F -0.961 -3.701 1.126
N 0.196 -1.749 -0.666
C 0.647 -1.254 0.660
C 2.014 -0.562 0.663
C 2.077 0.734 1.510
C 0.950 1.734 1.201
C 2.266 0.478 3.008
C 1.236 -0.430 3.697
C -0.098 0.242 3.922
C -0.277 1.270 4.807
C 0.050 1.151 6.277
C -0.881 2.581 4.337
H -1.476 1.221 -1.998
H -0.127 2.251 -2.816
H 1.494 0.705 -1.838
H 1.387 -0.449 -5.031
H 0.615 -1.243 -6.439
H 1.348 -2.239 -5.209
H -1.224 0.465 -5.438
H -1.153 -5.073 -4.865
H 0.202 -4.159 -4.597
H -2.676 -4.281 -1.876
H 0.732 -2.116 1.310
H -0.161 -0.652 1.073
H 2.760 -1.239 1.086
H 2.373 -0.308 -0.333
H 2.983 1.250 1.175
H -0.043 1.363 1.443
H 1.182 2.648 1.746
H 1.022 2.007 0.148
H 2.221 1.446 3.512
H 3.253 0.060 3.228
H 1.648 -0.651 4.691
H 1.120 -1.403 3.214
H -0.982 -0.118 3.393
H 1.004 0.637 6.416
H -0.733 0.584 6.775
H 0.144 2.135 6.734
H -0.298 2.911 3.482
H -0.765 3.335 5.112
H -1.930 2.470 4.044
O 2.610 3.067 4.780
C 3.032 4.072 4.284
O 2.568 4.541 3.104
C 3.325 5.696 2.695
C 3.936 6.243 3.979
C 4.138 4.970 4.800
H 4.082 5.374 1.977
H 2.657 6.401 2.207
H 4.846 6.815 3.809
H 3.219 6.894 4.481
H 5.097 4.494 4.592
H 4.030 5.136 5.868
O -7.972 -4.673 -1.108
C -7.092 -5.163 -0.469
O -7.301 -6.115 0.471
C -6.074 -6.431 1.148
C -4.970 -6.006 0.187
C -5.612 -4.818 -0.526
H -6.045 -5.875 2.088
H -6.056 -7.494 1.370
H -4.032 -5.770 0.688
H -4.777 -6.803 -0.532
H -5.453 -3.882 0.011
H -5.280 -4.726 -1.557
O 0.848 4.548 -1.852
C 0.973 4.842 -3.003
O 0.011 4.592 -3.930
C 0.479 4.958 -5.242
C 1.596 5.964 -5.002
C 2.174 5.483 -3.672
H 0.837 4.055 -5.744
H -0.350 5.371 -5.810
H 2.318 6.004 -5.815
H 1.174 6.962 -4.879
H 2.944 4.722 -3.808
H 2.560 6.295 -3.064
O -2.646 0.115 1.157
C -3.725 -0.170 1.597
O -4.163 0.285 2.783
C -5.440 -0.302 3.106
C -6.025 -0.738 1.769
C -4.765 -1.086 0.978
H -5.270 -1.142 3.782
H -6.050 0.439 3.616
H -6.739 -1.554 1.859
H -6.534 0.101 1.295
H -4.451 -2.120 1.138
H -4.869 -0.887 -0.085
O 5.976 0.806 -2.114
C 5.490 -0.271 -2.274
O 5.430 -1.206 -1.287
C 4.886 -2.432 -1.803
C 4.095 -2.026 -3.034
C 4.882 -0.828 -3.553
H 5.711 -3.108 -2.034
H 4.250 -2.894 -1.050
H 3.985 -2.832 -3.759
H 3.093 -1.703 -2.734
H 5.685 -1.124 -4.229
H 4.253 -0.081 -4.030

Properties
2S+1	1
lowest unoccupied orbital energy	-2.668	eV
HOMO energy	-8.618	eV
total charge	+1

Löwdin population analysis, charges in e, atoms 1 to 99:
1. C 0.084
2. C -0.117
3. C -0.158
4. C -0.233
5. P 0.925
6. C -0.248
7. O -0.291
8. N 0.153
9. B -0.682
10. N 0.233
11. O 0.187
12. C -0.065
13. C -0.568
14. F 0.194
15. F 0.199
16. F 0.185
17. N 0.111
18. C -0.069
19. C -0.114
20. C -0.337
21. C -0.039
22. C -0.154
23. C -0.181
24. C -0.097
25. C -0.315
26. C -0.051
27. C -0.037
28. H 0.093
29. H 0.060
30. H 0.105
31. H 0.043
32. H 0.043
33. H 0.031
34. H 0.065
35. H 0.112
36. H 0.061
37. H 0.099
38. H 0.099
39. H 0.111
40. H 0.122
41. H 0.090
42. H 0.138
43. H 0.064
44. H 0.071
45. H 0.061
46. H 0.081
47. H 0.120
48. H 0.108
49. H 0.088
50. H 0.092
51. H 0.075
52. H 0.083
53. H 0.069
54. H 0.055
55. H 0.072
56. H 0.081
57. O 0.112
58. C -0.470
59. O 0.017
60. C -0.146
61. C -0.149
62. C -0.066
63. H 0.128
64. H 0.126
65. H 0.117
66. H 0.119
67. H 0.134
68. H 0.127
69. O 0.137
70. C -0.486
71. O 0.035
72. C -0.149
73. C -0.155
74. C -0.077
75. H 0.127
76. H 0.128
77. H 0.109
78. H 0.122
79. H 0.103
80. H 0.119
81. O 0.120
82. C -0.492
83. O 0.006
84. C -0.153
85. C -0.149
86. C -0.069
87. H 0.123
88. H 0.126
89. H 0.118
90. H 0.121
91. H 0.132
92. H 0.127
93. O 0.097
94. C -0.488
95. O 0.035
96. C -0.136
97. C -0.142
98. C -0.082
99. H 0.130